C23H17Cl3F5N2SbSe4TcTe | ωB97M-V/def2-TZVPD

Each line ends with the Löwdin charge.
Cartesian coordinates (Å):
Tc1 -1.050 0.982 -1.944  0.50
Se1 -2.913 1.044 -5.378  0.07
Sb1 -5.737 0.805 -5.308  0.35
Se2 -5.054 0.376 -2.494  0.05
Se3 -2.937 0.831 -3.120  -0.13
Se4 -6.077 -1.312 -6.140  -0.09
Cl1 -2.503 4.737 1.759  0.65
C1 -1.404 4.998 0.401  -1.61
Cl2 -2.016 6.256 -0.666  0.68
Cl3 0.221 5.391 0.982  0.65
C2 -1.307 3.744 -0.355  -0.32
N1 -1.290 2.742 -0.913  0.01
C3 2.922 1.824 1.166  -0.05
N2 1.674 1.072 1.152  -0.19
C4 0.614 1.671 1.902  -0.15
C5 1.388 0.368 -0.070  -0.17
C6 1.047 -1.105 0.082  -0.28
C7 2.134 -1.975 0.113  -0.03
C8 1.963 -3.340 0.292  -0.06
C9 0.686 -3.855 0.443  -0.06
C10 -0.409 -3.003 0.397  -0.13
C11 -0.239 -1.635 0.209  -0.55
H1 3.203 2.043 2.196  0.09
H2 2.864 2.771 0.613  0.09
H3 3.719 1.222 0.732  0.09
H4 1.042 2.428 2.556  0.13
H5 -0.981 0.351 1.884  0.01
H6 -0.132 2.156 1.257  0.08
H7 2.274 0.442 -0.699  0.12
H8 0.604 0.923 -0.666  0.04
H9 3.135 -1.575 -0.014  0.12
H10 2.824 -3.996 0.300  0.11
H11 0.536 -4.918 0.573  0.11
H12 -1.407 -3.414 0.478  0.10
F1 -1.596 -2.369 -2.596  0.05
C12 -0.390 -1.944 -3.007  -0.26
C13 -0.035 -0.613 -2.865  -0.19
C14 1.218 -0.282 -3.344  -0.24
F2 1.620 1.018 -3.249  0.04
C15 2.111 -1.185 -3.886  -0.15
F3 3.318 -0.805 -4.303  0.13
C16 1.722 -2.511 -3.984  -0.13
F4 2.549 -3.413 -4.497  0.15
C17 0.460 -2.892 -3.548  -0.14
F5 0.089 -4.166 -3.646  0.14
Te1 -1.974 -0.433 0.121  1.16
C18 -0.220 0.689 2.805  -0.34
C19 -1.134 1.340 3.700  -0.01
C20 -1.471 0.787 4.904  -0.04
C21 -0.881 -0.425 5.286  -0.01
C22 0.052 -1.068 4.478  -0.03
C23 0.416 -0.498 3.279  0.02
H13 -1.605 2.259 3.367  0.11
H14 -2.183 1.272 5.557  0.12
H15 -1.144 -0.861 6.242  0.12
H16 0.508 -1.991 4.807  0.12
H17 1.175 -0.956 2.658  0.12

Computed properties:
energy above the lowest of the compared OMol25 structures with the same formula, charge and spin: 8.4 kcal/mol
LUMO level (alpha / beta): -4.53 / -4.59 eV
orbital gap (alpha / beta): 0.2120 / 0.2098 hartree
total charge: +1
HOMO level (alpha / beta): -0.378 / -0.379 Eh

=====

C23H17Cl3N3O5PtSe | ωB97M-V/def2-TZVPD

Each line ends with the Löwdin charge.
Cartesian coordinates (Å):
Pt1 0.183 1.078 -0.704  1.23
N1 0.903 2.994 -0.840  -0.04
C1 -0.216 3.918 -0.879  -0.20
C2 -0.071 5.271 -0.918  0.00
C3 -1.215 6.097 -0.940  -0.06
C4 -2.468 5.555 -0.936  -0.03
C5 -2.645 4.154 -0.916  -0.14
C6 -3.901 3.508 -0.947  0.00
C7 -3.945 2.149 -0.970  -0.01
C8 -2.754 1.402 -0.912  -0.05
N2 -1.581 1.973 -0.827  -0.06
C9 -1.498 3.339 -0.873  -0.15
H1 1.568 3.250 -0.117  0.12
H2 1.458 2.988 -1.700  0.10
H3 0.925 5.696 -0.936  0.12
H4 -1.097 7.173 -0.964  0.11
H5 -3.344 6.193 -0.949  0.12
H6 -4.812 4.094 -0.957  0.12
H7 -4.889 1.627 -1.033  0.12
H8 -2.754 0.318 -0.945  0.12
Se1 1.676 -2.555 -0.885  0.61
C10 1.919 -4.426 -0.944  -0.72
C11 1.654 -5.253 0.163  -0.15
C12 1.895 -6.613 0.086  -0.21
N3 2.379 -7.240 -0.993  -0.01
C13 2.627 -6.457 -2.050  -0.21
C14 2.417 -5.090 -2.081  -0.16
H9 1.260 -4.813 1.071  0.08
H10 1.696 -7.251 0.945  0.08
H11 3.022 -6.969 -2.926  0.08
H12 2.641 -4.520 -2.974  0.08
Cl1 4.531 -1.109 -2.265  0.58
C15 4.403 -0.014 -0.876  -1.50
Cl2 5.817 1.063 -0.863  0.56
Cl3 4.371 -0.940 0.629  0.58
C16 3.090 0.847 -1.045  -0.77
O1 3.176 1.951 -1.579  -0.05
O2 2.055 0.271 -0.580  -0.33
O3 -3.342 -1.880 2.167  0.05
C17 -2.195 -1.283 2.525  -0.27
C18 -2.015 -0.979 3.876  -0.03
C19 -0.839 -0.399 4.311  -0.10
C20 0.182 -0.114 3.409  -0.09
C21 0.001 -0.399 2.068  -0.05
C22 -1.182 -0.963 1.594  -0.07
C23 -1.379 -1.299 0.142  -0.61
O4 -2.259 -2.112 -0.171  0.04
O5 -0.677 -0.721 -0.774  -0.29
H13 -3.191 -2.162 1.218  0.08
H14 -2.811 -1.230 4.566  0.11
H15 -0.704 -0.192 5.367  0.10
H16 1.116 0.311 3.753  0.10
H17 0.820 -0.237 1.380  0.07

Computed properties:
energy above the lowest of the compared OMol25 structures with the same formula, charge and spin: 46.5 kcal/mol
LUMO level: 0.51 eV
orbital gap: 0.1110 hartree
total charge: -1
HOMO level: -0.092 Eh

=====

C23H17ClN3O2V | ωB97M-V/def2-TZVPD

Each line ends with the Löwdin charge.
Cartesian coordinates (Å):
V1 0.050 0.173 -0.133  0.82
C1 -2.008 -3.339 -1.362  -0.09
C2 -3.132 -2.784 -2.015  -0.10
C3 -3.293 -1.431 -2.047  -0.04
C4 -2.337 -0.590 -1.436  -0.21
N1 -1.245 -1.140 -0.790  -0.03
C5 -1.119 -2.480 -0.775  -0.12
C6 -2.378 0.835 -1.410  -0.22
C7 -3.362 1.643 -2.023  -0.04
C8 -3.271 3.000 -1.958  -0.10
C9 -2.180 3.597 -1.272  -0.09
C10 -1.258 2.778 -0.690  -0.13
N2 -1.325 1.424 -0.727  -0.05
H1 -1.843 -4.409 -1.317  0.09
H2 -3.865 -3.429 -2.488  0.10
H3 -4.150 -0.992 -2.543  0.10
H4 -0.247 -2.858 -0.258  0.11
H5 -4.184 1.172 -2.554  0.10
H6 -4.023 3.619 -2.432  0.09
H7 -2.066 4.673 -1.211  0.09
H8 -0.405 3.184 -0.169  0.11
Cl1 6.764 -2.530 2.027  0.62
C11 5.109 -1.983 2.191  -0.67
C12 4.640 -1.613 3.438  -0.11
C13 3.330 -1.168 3.559  -0.02
C14 2.497 -1.078 2.455  -0.13
C15 2.989 -1.463 1.217  -0.01
C16 4.298 -1.922 1.076  -0.10
C17 1.094 -0.553 2.701  -0.57
O1 0.713 -0.490 3.852  0.04
O2 0.370 -0.213 1.670  -0.17
H9 5.293 -1.672 4.300  0.10
H10 2.927 -0.886 4.524  0.12
H11 2.374 -1.397 0.333  0.08
H12 4.678 -2.217 0.106  0.10
N3 1.126 0.321 -1.433  -0.14
C18 1.707 0.321 -2.669  -0.40
C19 3.114 0.320 -2.839  -0.07
C20 3.696 0.309 -4.100  -0.14
C21 2.923 0.306 -5.260  -0.16
C22 1.535 0.322 -5.119  -0.14
C23 0.937 0.333 -3.866  -0.06
H13 3.729 0.329 -1.946  0.09
H14 4.781 0.306 -4.181  0.09
H15 3.386 0.293 -6.241  0.08
H16 0.907 0.324 -6.006  0.09
H17 -0.143 0.346 -3.765  0.09

Computed properties:
energy above the lowest of the compared OMol25 structures with the same formula, charge and spin: 15.4 kcal/mol
LUMO level (alpha / beta): 2.75 / 2.49 eV
orbital gap (alpha / beta): 0.1926 / 0.2391 hartree
multiplicity: 4
total charge: -1
HOMO level (alpha / beta): -0.092 / -0.148 Eh

=====

C23H17F24N3O9S | ωB97M-V/def2-TZVPD

Each line ends with the Löwdin charge.
Cartesian coordinates (Å):
O1 0.917 -2.559 -9.012  0.08
N1 1.635 -3.483 -9.216  0.03
O2 2.510 -3.677 -8.150  -0.02
C1 3.011 -2.410 -7.718  -0.09
C2 2.856 -1.707 -6.502  -0.03
C3 2.071 -2.189 -5.207  -0.14
C4 2.832 -1.525 -3.932  -0.44
S1 4.647 -2.031 -3.905  0.94
C5 5.599 -0.519 -3.494  -0.53
N2 5.874 0.148 -2.259  0.04
N3 6.614 1.222 -2.678  -0.03
C6 6.854 1.308 -4.073  -0.04
O3 6.194 0.158 -4.565  -0.08
C7 3.655 -0.376 -6.807  -0.30
O4 3.750 0.692 -6.187  0.11
O5 4.371 -0.370 -8.056  0.12
C8 3.917 -1.551 -8.707  -0.29
O6 4.160 -1.950 -9.852  0.13
H1 2.193 -3.323 -5.086  0.13
H2 0.964 -1.912 -5.245  0.14
H3 2.319 -1.827 -2.962  0.07
H4 2.720 -0.382 -4.003  0.10
H5 7.407 2.068 -4.700  0.15
C9 2.909 1.384 1.751  -0.04
C10 3.236 0.094 0.968  -0.43
C11 2.977 0.140 -0.539  -0.30
F1 1.683 0.362 -0.841  0.09
F2 3.299 -1.052 -1.107  0.05
F3 2.585 -0.947 1.543  0.12
F4 4.565 -0.151 1.149  0.11
O7 1.645 1.433 2.429  0.04
C12 0.517 1.836 1.683  -0.49
C13 -0.531 0.726 1.550  -0.28
F5 -0.020 -0.372 0.946  0.09
F6 -1.575 1.136 0.789  0.11
F7 0.917 2.330 0.496  0.14
F8 -0.021 2.881 2.359  0.13
H6 3.643 1.436 2.561  0.15
H7 3.088 2.285 1.160  0.15
H8 3.585 0.910 -1.021  0.16
H9 -0.908 0.425 2.527  0.14
C14 -1.007 -3.267 2.858  -0.04
C15 -1.893 -2.418 3.796  -0.42
C16 -1.688 -2.648 5.294  -0.30
F9 -1.961 -3.909 5.671  0.10
F10 -2.522 -1.849 6.009  0.09
F11 -3.189 -2.584 3.447  0.14
F12 -1.600 -1.106 3.535  0.08
O8 -1.595 -4.449 2.296  0.04
C17 -1.563 -5.629 3.070  -0.51
C18 -2.964 -6.117 3.460  -0.28
F13 -3.635 -5.187 4.173  0.10
F14 -2.887 -7.224 4.237  0.10
F15 -0.752 -5.453 4.130  0.14
F16 -0.967 -6.564 2.297  0.14
H10 -0.802 -2.637 1.988  0.14
H11 -0.022 -3.470 3.288  0.15
H12 -0.664 -2.408 5.593  0.17
H13 -3.555 -6.352 2.573  0.18
C19 -4.775 6.145 2.858  -0.04
C20 -5.787 5.710 1.776  -0.44
C21 -6.811 4.654 2.198  -0.30
F17 -6.242 3.493 2.568  0.10
F18 -7.635 4.359 1.159  0.09
F19 -5.108 5.316 0.672  0.13
F20 -6.479 6.830 1.410  0.10
O9 -3.479 5.532 2.825  0.04
C22 -3.327 4.284 3.468  -0.50
C23 -2.975 3.156 2.491  -0.29
F21 -3.923 3.007 1.540  0.10
F22 -2.883 1.968 3.139  0.10
F23 -4.423 4.021 4.205  0.14
F24 -2.314 4.440 4.350  0.15
H14 -4.569 7.202 2.667  0.15
H15 -5.207 6.126 3.862  0.14
H16 -7.433 5.016 3.021  0.17
H17 -2.029 3.356 1.992  0.15

Computed properties:
LUMO level: -1.40 eV
orbital gap: 0.3139 hartree
SMILES: O=NOC1=C(CCSc2nnco2)C(=O)OC1=O.FC(F)C(F)(F)COC(F)(F)C(F)F.FC(F)C(F)(F)COC(F)(F)C(F)F.FC(F)C(F)(F)COC(F)(F)C(F)F
total charge: 0
HOMO level: -0.365 Eh

=====

| no. | total energy (eV) |
| --- | --- |
| 1 | -355665.08225 |
| 2 | -144997.99039 |
| 3 | -70905.15073 |
| 4 | -123071.46199 |